Molecular formula: C13H26Cl2IrO3Si
Method: DFT, the ωB97M-V functional and the def2-TZVPD basis

Positions of all 46 atoms, in Å:
C -1.534 0.596 -1.482
C -1.227 -0.634 -2.169
C 0.121 -0.586 -2.591
C -2.190 -1.689 -2.493
C 0.662 0.671 -2.283
C -0.341 1.439 -1.529
C -0.422 2.919 -1.512
C -2.891 1.133 -1.237
C 0.818 -1.659 -3.351
C 1.929 1.227 -2.795
Ir -0.169 0.439 0.295
Cl -1.161 -4.148 -0.433
Cl -1.988 -0.839 1.005
O 1.539 1.401 0.370
H -3.152 -1.518 -2.007
H -1.828 -2.662 -2.103
H -2.326 -1.802 -3.581
H 0.536 -2.650 -2.975
H 1.906 -1.555 -3.272
H 0.561 -1.616 -4.420
H 2.755 0.512 -2.692
H 2.200 2.138 -2.258
H 1.847 1.469 -3.867
H 0.553 3.350 -1.270
H -1.140 3.255 -0.760
H -0.736 3.295 -2.494
H -3.533 0.369 -0.792
H -3.349 1.473 -2.177
H -2.849 1.971 -0.537
H 2.212 0.694 0.404
O -0.783 1.843 1.529
H -0.092 2.533 1.517
C -0.590 -1.523 3.998
Si 0.937 -0.776 3.187
C 1.172 0.921 3.988
C 2.463 -1.833 3.521
O 0.804 -0.758 1.554
H -0.397 -1.743 5.059
H -0.883 -2.450 3.493
H -1.446 -0.839 3.938
H 1.424 0.799 5.051
H 1.974 1.502 3.517
H 0.255 1.517 3.922
H 2.350 -2.819 3.052
H 3.367 -1.384 3.087
H 2.640 -1.982 4.595

ΔE to the lowest compared entry with this formula, charge and spin in kJ/mol: 13.45
Frontier orbital gap (spin up / spin down) in eV: 3.9 / 6.0
Net charge: -2
2S+1: 6
E in Ha: -2050.81089

***

Molecular formula: C40H111N3O28
Method: DFT, the ωB97M-V functional and the def2-TZVPD basis

Positions of all 182 atoms, in Å:
C -0.187 -3.957 1.899
O 0.960 -3.216 2.313
C 1.720 -2.684 1.170
C 2.343 -1.390 1.686
N 1.346 -0.428 1.996
C 0.742 0.190 0.829
C -0.226 1.395 1.178
O -1.567 0.939 1.458
C -2.267 0.729 0.264
H 0.152 -4.973 1.699
H -0.792 -3.527 1.101
H -0.854 -4.197 2.728
H 1.094 -2.519 0.293
H 2.495 -3.397 0.889
H 2.948 -0.972 0.881
H 2.892 -1.734 2.563
H 0.642 -1.050 2.365
H 0.194 -0.545 0.238
H 1.509 0.588 0.165
H -0.164 2.182 0.427
H 0.068 1.940 2.075
H -1.731 0.019 -0.366
H -2.587 1.667 -0.189
H -3.215 0.253 0.516
C -6.747 4.206 -8.014
O -6.516 3.098 -7.190
C -6.334 3.520 -5.892
C -7.693 4.066 -5.256
N -7.725 3.887 -3.741
C -6.674 4.578 -3.003
C -6.465 3.808 -1.661
O -6.517 2.357 -1.780
C -6.368 1.495 -0.635
H -7.669 4.700 -7.707
H -7.177 3.768 -8.914
H -5.958 4.933 -8.209
H -5.716 4.417 -5.922
H -5.965 2.663 -5.329
H -8.622 3.551 -5.501
H -7.854 5.140 -5.349
H -7.780 2.939 -3.396
H -7.009 5.600 -2.828
H -5.778 4.511 -3.620
H -7.272 4.118 -0.997
H -5.486 3.974 -1.211
H -6.458 0.458 -0.960
H -7.291 1.540 -0.057
H -5.377 1.787 -0.286
C 3.836 1.774 1.366
O 4.907 2.287 0.507
C 5.160 3.661 0.599
C 6.224 3.907 -0.341
N 6.656 5.294 -0.600
C 5.818 5.977 -1.635
C 6.099 7.447 -1.673
O 7.309 7.746 -2.429
C 7.815 9.042 -2.049
H 4.015 2.006 2.416
H 3.683 0.696 1.406
H 2.971 2.354 1.045
H 5.479 3.857 1.623
H 4.238 4.214 0.419
H 5.999 3.405 -1.283
H 7.092 3.325 -0.029
H 7.633 5.303 -0.857
H 4.810 5.880 -1.232
H 5.750 5.554 -2.637
H 6.094 7.944 -0.703
H 5.273 7.942 -2.185
H 8.115 9.322 -1.039
H 7.253 9.877 -2.468
H 8.736 9.186 -2.615
C -3.153 -1.893 3.436
C -3.012 -3.185 4.320
O -1.954 -2.878 5.167
O -1.848 -1.237 3.190
H -3.856 -1.185 3.875
H -3.699 -1.813 2.496
H -2.684 -3.931 3.596
H -3.891 -3.496 4.885
H -1.314 -2.403 4.632
H -2.059 -0.376 2.821
C 5.810 -0.060 -2.332
C 4.645 0.728 -2.956
O 3.644 0.952 -1.980
O 5.498 -1.202 -1.599
H 6.170 0.675 -1.613
H 6.616 -0.332 -3.013
H 4.230 0.228 -3.831
H 5.034 1.696 -3.271
H 3.931 1.572 -1.306
H 5.132 -0.880 -0.772
C 0.501 5.309 0.154
C 0.921 4.727 1.497
O 1.480 5.795 2.352
O -0.678 6.038 0.309
H 0.152 4.548 -0.544
H 1.321 5.860 -0.307
H 1.556 3.861 1.309
H 0.063 4.263 1.983
H 0.800 6.445 2.543
H -0.462 6.830 0.807
C -3.629 4.416 2.209
C -4.140 3.023 2.654
O -4.181 3.174 4.038
O -2.286 4.571 2.532
H -4.311 5.187 2.567
H -3.805 4.540 1.141
H -3.434 2.261 2.325
H -5.065 2.875 2.096
H -3.444 3.720 4.319
H -1.856 5.119 1.871
C -1.967 5.079 -2.406
C -2.054 3.618 -2.868
O -0.873 2.968 -2.367
O -3.022 5.738 -3.029
H -1.017 5.580 -2.593
H -2.053 4.965 -1.326
H -2.208 3.626 -3.947
H -2.994 3.248 -2.458
H -1.132 2.066 -2.167
H -3.145 6.545 -2.525
C 2.051 -5.552 -1.474
C 1.469 -5.552 -2.901
O 2.157 -4.563 -3.567
O 1.234 -6.149 -0.418
H 2.230 -4.506 -1.226
H 2.998 -6.091 -1.467
H 0.408 -5.328 -3.012
H 1.616 -6.524 -3.373
H 3.104 -4.684 -3.467
H 1.779 -6.444 0.315
C -1.543 -2.843 -2.647
C -0.644 -1.714 -2.257
O -0.760 -0.476 -2.911
O -2.818 -2.606 -2.153
H -1.212 -3.776 -2.191
H -1.401 -2.987 -3.719
H 0.380 -2.064 -2.392
H -0.645 -1.508 -1.187
H -0.014 -0.384 -3.508
H -3.249 -1.840 -2.538
C -3.298 -7.605 0.441
C -2.290 -6.727 -0.162
O -1.130 -7.030 0.580
O -3.403 -9.008 0.222
H -4.159 -7.445 -0.208
H -3.686 -7.212 1.380
H -2.578 -5.678 -0.109
H -2.203 -6.885 -1.237
H -0.330 -6.645 0.215
H -4.300 -9.157 0.530
C 1.286 -8.183 3.378
C -0.034 -8.858 2.993
O -0.388 -9.858 4.050
O 1.465 -7.033 2.529
H 2.163 -8.802 3.190
H 1.550 -7.872 4.389
H 0.066 -9.340 2.021
H -0.856 -8.156 2.855
H -0.702 -9.394 4.830
H 0.697 -6.467 2.637
C 1.884 -0.828 5.400
C 0.667 0.201 5.689
O 0.821 1.398 4.888
O 3.082 -0.554 6.055
H 2.252 -0.755 4.377
H 1.567 -1.838 5.659
H 0.464 0.511 6.714
H -0.225 -0.400 5.511
H 0.605 1.177 3.979
H 3.447 0.223 5.625
C 4.711 -6.397 2.043
C 4.772 -7.579 0.947
O 3.508 -7.787 0.291
O 4.110 -6.775 3.341
H 4.150 -5.629 1.512
H 5.662 -5.981 2.378
H 5.305 -8.473 1.272
H 5.493 -7.272 0.189
H 3.217 -8.701 0.331
H 3.201 -7.000 3.128

Frontier orbital gap (spin up / spin down) in eV: 1.3 / 8.1
Net charge: -1
2S+1: 2
E in Ha: -3861.01395

***

Molecular formula: CHF4NOS
Method: DFT, the ωB97M-V functional and the def2-TZVPD basis

Positions of all 9 atoms, in Å:
N -0.416 -0.172 0.051
S 0.220 1.064 0.688
O 1.314 1.757 0.126
F 0.549 0.944 2.648
C -1.272 1.977 1.359
F -1.029 2.955 2.214
F -1.771 2.529 0.234
F -2.146 1.118 1.880
H 0.398 -0.490 -0.441

ΔE to the lowest compared entry with this formula, charge and spin in kJ/mol: 226.13
Structure (SMILES): N=[S@](=O)(F)C(F)(F)F
Frontier orbital gap in eV: 11.1
E in Ha: -966.24709

***

Molecular formula: C2H5NOS
Method: DFT, the ωB97M-V functional and the def2-TZVPD basis

Positions of all 10 atoms, in Å:
C 0.014 0.682 -0.413
C 1.035 -0.056 0.355
N -1.244 -0.414 -1.246
O 0.488 -0.952 1.291
S -0.213 2.238 -0.607
H 1.645 -0.660 -0.326
H 1.678 0.689 0.849
H -1.289 -1.206 -0.618
H -2.096 0.132 -1.226
H -0.019 -0.453 1.942

ΔE to the lowest compared entry with this formula, charge and spin in kJ/mol: 264.22
Frontier orbital gap in eV: 8.6
E in Ha: -607.30618

***

no.,F_max (eV Å⁻¹)
1,4.0
2,5.2
3,4.6
4,5.1